No. 1
Molecular formula: CH5N3O2S
Method: DFT, ωB97M-V/def2-TZVPD

Geometry as ORCA input:
```
! RIJCOSX wB97M-V def2-TZVPD def2/J DEFGRID3
* xyz 0 1
C -0.6240 0.8436 -0.4801
N -0.7928 -0.1234 -1.5686
N -0.1752 0.0443 0.6525
N 0.4692 0.6229 1.7582
O 0.1158 -2.5160 -0.2874
O 1.9058 -0.8499 -0.8116
S 0.5397 -1.1287 -0.4548
H 0.1409 1.4323 -0.8823
H -1.6014 1.2261 -0.3843
H -1.7873 -0.4689 -1.7535
H 0.3821 -0.1018 2.5520
H 1.4272 1.0197 1.6599
*
```

Maximum force   3.588 eV Å⁻¹

=====

No. 2
Molecular formula: CH5N3O2S
Method: DFT, ωB97M-V/def2-TZVPD

Geometry as ORCA input:
```
! RIJCOSX wB97M-V def2-TZVPD def2/J DEFGRID3
* xyz 0 1
O 0.1716 2.4141 0.1152
N -0.7338 1.5245 -0.3452
C -0.5152 0.3008 -0.0782
N -1.3293 -0.6917 -0.6342
O -1.9824 -1.4187 0.3895
N 0.5783 -0.1276 0.7297
S 1.8902 -0.8181 -0.1679
H 0.8187 1.9482 0.6702
H -2.0294 -0.2880 -1.2651
H -2.5350 -0.7505 0.8869
H 0.2731 -0.7743 1.4344
H 1.2000 -1.7510 -0.8613
*
```

Maximum force   1.420 eV Å⁻¹

=====

No. 3
Molecular formula: CH5N3O2S
Method: DFT, ωB97M-V/def2-TZVPD

Geometry as ORCA input:
```
! RIJCOSX wB97M-V def2-TZVPD def2/J DEFGRID3
* xyz 0 1
N -2.6912 -0.0525 -0.0984
S -1.2150 0.0851 0.2153
N -0.2120 -0.9906 -0.1048
O -0.5849 1.6051 -0.2315
H -3.5121 0.4859 0.1323
H -0.9138 0.1493 1.4999
H -0.3089 -1.5263 -0.9636
H -0.1542 1.4236 -1.0219
N 2.6249 -0.8895 -0.1986
C 2.2221 0.1702 0.1844
O 2.0092 1.3166 0.2863
H 2.7358 -1.7770 0.3007
*
```

Maximum force   4.229 eV Å⁻¹

=====

Short version: energy relative to the best compared isomer or geometry (same formula, charge and spin) = 83.72 84.28 79.38 kcal/mol, in the order given.
Short version: HOMO energy = -9.892 -9.505 -9.781 eV, in the order given.
Short version: DFT total energy = -20514.7749 -20514.7511 -20514.9632 eV, in the order given.